Formula: C3H3O5P
Source: OMol25
Level of theory: wB97M-V/def2-TZVPD

```
12
C3H3O5P, DFT wB97M-V/def2-TZVPD
C -1.127 -0.780 -0.093
C 2.810 0.295 0.351
C 1.532 0.142 -0.320
O -3.718 -0.680 -1.100
O -2.702 1.467 -0.119
O -0.904 -1.916 -0.120
O -3.123 -0.553 1.401
O 1.804 1.289 0.417
P -2.977 0.001 0.013
H 3.096 -0.351 1.235
H 3.754 0.606 -0.217
H 1.555 0.479 -1.448
```

## Properties
Energy relative to the best compared isomer or geometry (same formula, charge and spin), kcal per mole: 105.3
E_HOMO (alpha / beta), eV: 0.916 / 0.917
Orbital gap (alpha / beta), eV: 5.59 / 5.59
LUMO (alpha / beta), eV: 6.5 / 6.5
Net charge: -2
Strongest force on any atom, eV/A: 4.12

Atomic charges from the natural (NBO) analysis, expressed in e, are listed below: 0.475, -0.206, -0.297, -1.169, -1.181, -0.511, -1.166, -0.572, 2.335, 0.128, 0.107, 0.058